A structure of composition C13H30FN2O2PS at a distorted geometry, computed with wB97M-V/def2-TZVPD.

```
50
Properties=species:S:1:pos:R:3:forces:R:3
H -4.968594 0.803249 -0.550351 0.0599 0.1843 -0.0206
C -4.377510 0.077312 0.000805 0.2778 -0.6453 0.2624
P -3.152390 -2.724884 0.829610 0.7999 -0.2272 0.3482
H -0.845586 0.770327 0.763419 -0.2135 -0.2468 -0.2690
H 4.998540 -1.690585 -0.936600 0.0306 -0.0722 -0.0992
C -3.488622 -0.704801 -0.980811 -0.3164 0.7294 -0.0482
C 2.260428 0.564222 -0.621902 -0.0796 0.0278 -0.5254
N -3.546164 -2.183444 -0.791618 0.4588 0.1720 0.5575
H 0.866468 1.734130 -1.767669 -0.1058 0.2287 -0.0685
H -1.526784 -2.045104 2.043610 0.2990 0.0630 -0.0784
H 1.823146 -0.216483 -1.244830 -0.1070 -0.1528 0.1480
H 2.170380 2.672638 -1.070643 0.0392 0.0583 -0.0388
H -3.821342 2.790786 1.718756 -0.0577 0.1462 -0.0621
S -2.561904 -2.952369 -1.870553 0.3546 -0.3472 0.4507
H 4.111810 -0.165938 0.996427 0.0650 -0.0552 0.1524
H -4.004038 -1.977095 1.649872 -0.3828 -0.0459 -0.3028
O -1.355517 -2.254874 -2.129374 -0.3386 0.1120 -0.1885
H -3.820084 -0.488263 -1.993856 0.0417 -0.2466 -0.1272
H -4.189482 0.644426 2.042765 0.0925 -0.0159 0.1348
C 1.463693 1.868549 -0.865886 0.2933 -0.1729 0.2618
H -3.798700 2.600785 -0.003372 -0.0412 -0.2040 -0.1770
H 2.126764 0.233657 0.407346 0.0521 0.0609 0.1207
H -1.795420 3.615999 0.326417 0.0159 0.1430 0.1107
H -2.463494 -0.349766 -0.890365 0.1227 -0.1159 -0.0352
C 3.762174 0.648528 -0.973130 0.0204 0.0763 0.4164
N -1.652978 -2.647837 1.239010 -0.4869 0.0917 0.0574
H -3.675006 -4.017249 0.809143 -0.2137 0.0841 -0.2815
C 6.198956 -1.806691 0.850713 -0.0882 0.1647 -0.4444
H 4.020511 1.684001 -1.193426 -0.0392 0.0664 -0.1071
H -1.095116 1.575291 -0.814439 -0.3284 -0.1577 -0.0227
C -3.325366 2.249830 0.912176 0.4597 -0.0131 0.4714
F -3.457014 -2.765637 -3.126934 -0.1121 -0.0560 -0.2957
H 7.020752 -1.255430 1.303597 -0.0189 0.0359 0.2002
O -2.554020 -4.329425 -1.528562 -0.1667 0.0463 -0.1800
H 6.409192 -0.617459 -0.928205 -0.0357 -0.1066 -0.2740
H 5.359654 0.959854 0.445953 -0.0311 0.0229 0.2973
C -1.847962 2.687880 0.900839 -0.1623 0.0126 -0.5102
H 5.422672 -1.986996 1.591506 0.0681 -0.1090 0.1766
H 1.044592 1.899605 1.221574 0.0081 0.1442 0.1468
H -2.659966 0.204096 1.325633 0.0848 -0.0630 -0.0139
H 3.941166 0.083144 -1.886503 0.1052 0.0051 -0.0918
H 6.588572 -2.764100 0.510019 0.0575 -0.0780 0.0562
C -3.583126 0.745220 1.141448 -0.8421 0.3492 -0.1106
C -0.867330 1.724984 0.240692 0.8531 0.4902 0.4015
C 0.575442 2.282429 0.313204 -0.1761 -0.2868 -0.0568
H -5.104642 -0.607451 0.438162 -0.1318 -0.0418 -0.1515
H 0.552962 3.366722 0.428640 -0.0815 0.1025 -0.2063
H -1.490977 2.947559 1.898035 -0.0316 -0.1939 0.1615
C 4.711606 0.138345 0.140013 0.0168 0.0169 -0.6470
C 5.599648 -1.021671 -0.320344 -0.0877 0.0195 0.5022
```
Forces are in eV/Å.

Summary:
lowest unoccupied orbital energy: 0.654 eV
spin multiplicity: 1